Entry from OMol25: a cluster of 2 separate species, C4H13N2 in total at a distorted geometry (ωB97M-V/def2-TZVPD).

Last column: Löwdin charge in e.
Geometry (Å):
C1 -1.068 -2.211 0.289  -0.20
N1 -0.539 -1.955 -1.041  0.07
C2 -0.939 -0.938 1.108  -0.16
N2 0.283 -0.155 1.022  0.29
C3 1.780 2.463 -0.585  -0.18
C4 0.281 2.499 -0.692  -0.18
H1 -0.559 -3.067 0.767  0.16
H2 -2.141 -2.433 0.188  0.14
H3 -0.440 -2.779 -1.624  0.11
H4 0.380 -1.462 -0.884  0.11
H5 -1.479 -0.858 2.055  0.15
H6 -1.183 -0.029 0.459  0.17
H7 2.220 3.377 -1.002  0.08
H8 0.946 -0.398 1.789  0.14
H9 2.432 1.574 -0.751  0.07
H10 2.117 2.345 0.475  0.07
H11 -0.194 2.460 -1.662  0.07
H12 -0.073 3.400 -0.183  0.07
H13 -0.370 1.843 -0.051  0.03

Calculated values
Net charge ... +1
Frontier orbital gap ... 0.18166 hartree
Energy above the lowest of the compared OMol25 structures with the same formula, charge and spin ... 828.2 kJ/mol
Energy ... -7324.9031 eV

***

Entry from OMol25: a structure of composition C34H55MnN4OP2S at a distorted geometry (ωB97M-V/def2-TZVPD).

Last column: Löwdin charge in e.
Geometry (Å):
C1 -1.881 -1.571 -2.157  -0.32
C2 0.445 -1.728 -2.052  -0.25
C3 -1.951 -2.621 -3.065  -0.04
C4 0.431 -2.885 -2.836  -0.03
C5 -0.788 -3.350 -3.330  -0.05
H1 -2.910 -2.825 -3.548  0.12
H2 1.367 -3.380 -3.093  0.12
H3 -0.838 -4.234 -3.968  0.11
N1 -0.728 -1.336 -1.483  0.00
P1 -2.912 -0.002 -0.161  1.09
P2 3.117 -0.839 -0.700  1.31
C6 -2.947 -0.514 -1.948  -0.22
H4 -2.712 0.392 -2.542  0.10
H5 -3.934 -0.861 -2.285  0.08
C7 -0.314 0.714 1.782  -0.81
O1 0.270 1.760 2.045  -0.10
C8 1.550 -0.703 -2.045  -0.29
H6 2.185 -0.877 -2.927  0.08
C9 4.395 0.319 -1.463  -0.67
C10 3.437 -1.399 1.072  -0.71
C11 -3.522 1.776 -0.138  -0.68
C12 -4.036 -1.357 0.557  -0.66
C13 4.013 1.762 -1.085  -0.07
H7 3.934 1.898 0.002  0.08
H8 4.783 2.445 -1.476  0.10
H9 3.052 2.048 -1.531  0.06
C14 5.822 -0.017 -0.968  -0.10
H10 5.963 0.182 0.101  0.06
H11 6.089 -1.064 -1.173  0.08
H12 6.539 0.619 -1.511  0.09
C15 4.378 0.194 -3.009  -0.09
H13 5.312 0.634 -3.394  0.09
H14 4.334 -0.857 -3.331  0.09
H15 3.541 0.752 -3.465  0.07
C16 3.957 -0.252 1.951  -0.08
H16 3.175 0.509 2.089  0.08
H17 4.203 -0.669 2.941  0.09
H18 4.857 0.241 1.566  0.06
C17 2.156 -1.933 1.740  -0.10
H19 1.473 -1.112 2.008  0.02
H20 1.613 -2.645 1.102  0.08
H21 2.437 -2.445 2.676  0.09
C18 4.445 -2.552 0.878  -0.11
H22 5.432 -2.201 0.550  0.06
H23 4.563 -3.092 1.826  0.09
H24 4.062 -3.258 0.124  0.08
C19 -4.610 -0.873 1.893  -0.11
H25 -5.178 -1.699 2.346  0.09
H26 -3.829 -0.581 2.605  0.04
H27 -5.309 -0.036 1.763  0.07
C20 -3.156 -2.601 0.770  -0.10
H28 -2.692 -2.933 -0.168  0.07
H29 -2.362 -2.420 1.505  0.03
H30 -3.787 -3.421 1.142  0.10
C21 -5.198 -1.738 -0.382  -0.09
H31 -5.884 -2.396 0.175  0.09
H32 -5.773 -0.865 -0.718  0.08
H33 -4.855 -2.304 -1.259  0.08
C22 -2.604 2.651 -1.018  -0.09
H34 -2.739 2.439 -2.087  0.08
H35 -2.867 3.706 -0.848  0.10
H36 -1.537 2.521 -0.776  0.05
C23 -3.455 2.297 1.308  -0.09
H37 -2.428 2.308 1.697  0.07
H38 -3.833 3.328 1.320  0.09
H39 -4.071 1.709 1.998  0.06
C24 -4.960 1.838 -0.663  -0.09
H40 -5.037 1.459 -1.692  0.08
H41 -5.669 1.292 -0.026  0.07
H42 -5.268 2.894 -0.673  0.09
Mn1 -0.603 0.010 0.000  0.45
N2 0.466 1.125 -0.917  0.02
C25 1.030 0.636 -1.976  -0.45
C26 0.988 1.488 -3.192  -0.19
C27 0.796 2.872 -3.052  -0.04
C28 0.985 0.896 -4.468  -0.04
C29 0.714 3.676 -4.192  -0.07
H43 0.664 3.293 -2.057  0.11
C30 0.902 1.702 -5.604  -0.08
H44 0.974 -0.191 -4.558  0.11
C31 0.756 3.087 -5.463  -0.08
H45 0.610 4.757 -4.079  0.11
H46 0.935 1.229 -6.588  0.11
H47 0.672 3.711 -6.356  0.10
C32 0.380 -1.208 6.611  -0.05
N3 -0.409 -1.125 5.383  -0.02
C33 -0.422 -0.099 4.529  -0.53
S1 -1.059 -0.474 2.879  0.97
N4 -0.066 1.139 4.860  0.02
C34 -0.026 1.678 6.213  -0.05
H48 1.319 -0.649 6.521  0.09
H49 0.613 -2.262 6.784  0.10
H50 -0.200 -0.836 7.465  0.09
H51 -0.767 -1.992 4.981  0.13
H52 0.041 1.789 4.076  0.12
H53 0.962 1.534 6.663  0.09
H54 -0.223 2.751 6.148  0.10
H55 -0.793 1.225 6.850  0.09

Calculated values
Net charge ... +1
Frontier orbital gap (spin up / spin down) ... 0.19759 / 0.20536 hartree
Multiplicity ... 6
Energy above the lowest of the compared OMol25 structures with the same formula, charge and spin ... 325.3 kJ/mol
Energy ... -104881.4928 eV

***

Entry from OMol25: a structure of composition C35H34ClN5O4SZr (ωB97M-V/def2-TZVPD).

Last column: Löwdin charge in e.
Geometry (Å):
Zr1 -0.298 -0.392 0.041  1.87
O1 -2.041 -4.382 -0.147  0.10
C1 -2.274 -4.545 1.164  -0.25
C2 -2.568 -5.845 1.584  0.00
C3 -2.788 -6.115 2.915  -0.04
C4 -2.713 -5.101 3.877  -0.06
C5 -2.415 -3.823 3.483  -0.02
C6 -2.193 -3.511 2.125  -0.09
C7 -1.820 -2.152 1.775  -0.39
O2 -1.751 -1.801 0.507  -0.21
N1 -1.500 -1.291 2.730  0.10
N2 -0.996 -0.165 2.161  -0.16
C8 -0.710 0.866 2.862  -0.04
C9 -0.056 1.971 2.166  -0.24
C10 0.210 3.171 2.807  0.02
C11 0.850 4.184 2.107  -0.01
C12 1.214 3.961 0.790  -0.01
C13 0.922 2.734 0.218  -0.09
N3 0.302 1.752 0.875  0.00
H1 -1.883 -3.445 -0.335  0.08
H2 -2.626 -6.619 0.832  0.13
H3 -3.026 -7.126 3.217  0.12
H4 -2.896 -5.324 4.918  0.11
H5 -2.354 -3.023 4.207  0.11
H6 -0.917 0.912 3.927  0.15
H7 -0.085 3.307 3.838  0.13
H8 1.063 5.130 2.586  0.13
H9 1.725 4.716 0.210  0.12
H10 1.207 2.524 -0.805  0.11
Cl1 4.426 -2.575 -5.188  0.73
C14 3.229 -2.374 -3.967  -0.66
C15 2.981 -3.420 -3.065  -0.05
C16 2.030 -3.291 -2.081  0.02
C17 1.307 -2.096 -1.941  -0.31
O3 0.392 -1.980 -1.005  -0.24
C18 1.540 -1.046 -2.866  -0.13
C19 0.734 0.126 -2.904  -0.02
N4 -0.113 0.536 -1.997  -0.03
C20 -0.936 1.667 -2.269  -0.22
C21 -0.741 2.602 -3.257  0.01
C22 -1.672 3.639 -3.459  -0.03
C23 -2.797 3.732 -2.690  0.00
C24 -3.018 2.801 -1.651  -0.13
C25 -4.166 2.821 -0.827  0.04
C26 -4.312 1.878 0.152  0.00
C27 -3.293 0.935 0.343  -0.08
N5 -2.200 0.891 -0.396  0.00
C28 -2.067 1.786 -1.422  -0.16
C29 2.502 -1.217 -3.888  -0.04
H11 3.537 -4.342 -3.167  0.12
H12 1.807 -4.113 -1.416  0.12
H13 0.824 0.702 -3.823  0.13
H14 0.124 2.567 -3.905  0.12
H15 -1.490 4.355 -4.248  0.12
H16 -3.526 4.512 -2.863  0.13
H17 -4.921 3.580 -0.987  0.14
H18 -5.185 1.851 0.788  0.12
H19 -3.378 0.196 1.129  0.12
H20 2.666 -0.428 -4.609  0.12
C30 1.668 -5.785 2.308  -0.07
C31 1.878 -4.378 2.860  -0.27
C32 1.673 -3.346 1.756  -0.34
S1 1.765 -1.666 2.382  1.05
O4 1.495 -0.776 1.145  -0.64
C33 3.513 -1.425 2.734  -0.31
C34 4.528 -1.738 1.639  -0.26
C35 4.671 -0.642 0.589  -0.09
H21 1.766 -6.524 3.101  0.09
H22 2.404 -6.021 1.538  0.08
H23 0.671 -5.887 1.876  0.07
H24 2.882 -4.290 3.282  0.11
H25 1.166 -4.185 3.666  0.12
H26 0.656 -3.417 1.358  0.08
H27 2.369 -3.455 0.924  0.09
H28 3.669 -2.034 3.629  0.10
H29 3.570 -0.382 3.053  0.10
H30 4.296 -2.694 1.166  0.10
H31 5.487 -1.887 2.139  0.12
H32 3.729 -0.452 0.076  0.05
H33 5.412 -0.929 -0.156  0.08
H34 5.007 0.290 1.047  0.08

Calculated values
Net charge ... +2
Frontier orbital gap ... 0.24416 hartree
Energy above the lowest of the compared OMol25 structures with the same formula, charge and spin ... 0.0 kJ/mol
Energy ... -77118.3471 eV

***

Entry from OMol25: a cluster of 2 separate species, C6H14BrCl4N3OP in total at a distorted geometry (ωB97M-V/def2-TZVPD).

Last column: Löwdin charge in e.
Geometry (Å):
C1 2.148 -2.194 0.546  -0.11
N1 1.801 -2.045 -0.865  -0.10
C2 1.449 -0.756 -1.291  -0.21
N2 -0.044 -0.340 -1.060  -0.25
N3 -0.778 -1.346 -0.362  0.05
C3 -2.063 -1.242 -0.356  -0.38
C4 -2.776 -1.482 0.934  -0.02
C5 -2.919 -0.984 -1.563  -0.01
P1 -0.014 1.371 -0.271  0.57
O1 -1.536 1.832 -0.527  -0.31
Br1 0.123 0.840 1.846  0.43
H1 2.938 -1.497 0.820  0.09
H2 1.292 -2.024 1.206  0.04
H3 2.479 -3.216 0.712  0.09
H4 1.157 -2.759 -1.175  0.12
H5 2.063 -0.045 -0.734  0.10
H6 1.685 -0.610 -2.344  0.13
H7 -0.451 -0.162 -1.988  0.13
H8 -3.638 -2.132 0.775  0.10
H9 -3.137 -0.513 1.281  0.10
H10 -2.120 -1.966 1.654  0.09
H11 -2.510 -0.282 -2.287  0.07
H12 -3.104 -1.947 -2.043  0.11
H13 -3.894 -0.610 -1.253  0.09
H14 -2.000 2.054 0.297  0.07
C6 2.778 4.416 1.620  -2.04
Cl1 3.255 2.975 2.520  0.51
Cl2 2.162 5.634 2.727  0.56
Cl3 4.159 5.043 0.733  0.56
Cl4 1.496 3.986 0.451  0.45

Calculated values
Net charge ... +1
Frontier orbital gap ... 0.34282 hartree
Energy ... -142380.2615 eV

***

Entry from OMol25: an isolated molecule of C6H18B2N2 at a distorted geometry (ωB97M-V/def2-TZVPD).

Last column: Löwdin charge in e.
Geometry (Å):
C1 -0.832 -1.411 -2.141  -0.03
B1 -0.407 -0.077 -1.452  -0.43
C2 -1.174 1.273 -1.915  0.00
N1 0.045 -0.151 -0.077  0.07
B2 0.292 1.113 0.548  -0.49
C3 -0.696 1.453 1.738  -0.03
C4 1.364 2.145 -0.012  0.00
N2 0.277 -1.484 0.475  -0.21
C5 -0.420 -1.632 1.753  -0.07
C6 1.706 -1.798 0.556  -0.07
H1 -0.199 -2.224 -1.776  0.04
H2 -0.610 -1.310 -3.213  0.06
H3 -1.912 -1.659 -2.014  0.08
H4 -2.182 1.100 -2.224  0.06
H5 -1.180 1.852 -0.993  0.04
H6 -0.627 1.743 -2.717  0.06
H7 -0.781 2.554 1.872  0.07
H8 -1.649 1.008 1.396  0.08
H9 -0.359 1.056 2.707  0.06
H10 0.939 2.769 -0.795  0.07
H11 2.138 1.526 -0.445  0.06
H12 1.823 2.763 0.764  0.06
H13 -0.279 -0.734 2.357  0.04
H14 0.027 -2.522 2.237  0.09
H15 -1.504 -1.790 1.634  0.10
H16 2.110 -1.271 1.452  0.10
H17 1.854 -2.860 0.621  0.08
H18 2.235 -1.433 -0.335  0.09

Calculated values
SMILES ... CB(C)N(B(C)C)N(C)C
Net charge ... 0
Frontier orbital gap ... 0.33561 hartree
Energy above the lowest of the compared OMol25 structures with the same formula, charge and spin ... 254.5 kJ/mol
Energy ... -10846.7886 eV

***

Entry from OMol25: a structure of composition C6H12O (ωB97M-V/def2-TZVPD).

Last column: Löwdin charge in e.
Geometry (Å):
C1 1.687 0.016 -1.218  -0.03
C2 1.533 0.933 -0.010  -0.40
O1 1.227 2.292 -0.427  -0.10
C3 -0.133 2.031 -0.027  -0.22
C4 0.264 0.846 0.795  0.15
C5 -1.314 -1.413 1.425  -0.20
C6 -1.384 -1.340 -0.101  -0.16
H1 2.599 0.307 -1.745  0.09
H2 1.755 -1.042 -0.944  0.09
H3 0.844 0.155 -1.903  0.08
H4 2.429 0.866 0.624  0.15
H5 -0.763 1.730 -0.885  0.13
H6 -0.634 2.864 0.481  0.12
H7 -0.280 -1.495 1.773  0.05
H8 -1.865 -2.297 1.752  0.06
H9 -1.741 -0.530 1.913  0.06
H10 -0.911 -2.211 -0.573  0.07
H11 -0.887 -0.450 -0.495  0.00
H12 -2.424 -1.265 -0.435  0.07

Calculated values
Net charge ... 0
Frontier orbital gap ... 0.30773 hartree
Energy above the lowest of the compared OMol25 structures with the same formula, charge and spin ... 527.9 kJ/mol
Energy ... -8458.8821 eV

***

Entry from OMol25: a structure of composition C19H31IrN4O6PS3 (ωB97M-V/def2-TZVPD).

Last column: Löwdin charge in e.
Geometry (Å):
Ir1 -0.014 -1.832 1.272  1.15
N1 -0.389 -3.657 2.212  -0.11
N2 -0.833 -3.343 3.524  0.03
C1 -1.111 -2.004 3.841  -0.69
O1 -1.376 -1.696 4.971  0.10
O2 -1.112 -1.179 2.806  -0.21
H1 -1.142 -4.156 1.735  0.08
H2 0.429 -4.261 2.219  0.13
H3 -0.577 -3.967 4.272  0.15
S1 3.926 -2.130 -0.840  1.14
C2 2.656 -1.898 0.260  -0.45
N3 1.514 -2.468 -0.029  -0.15
C3 1.606 -3.168 -1.237  -0.31
C4 0.609 -3.928 -1.851  -0.04
C5 0.897 -4.547 -3.047  -0.05
C6 2.161 -4.435 -3.641  -0.06
C7 3.163 -3.710 -3.035  -0.06
C8 2.871 -3.084 -1.825  -0.46
H4 2.785 -1.270 1.131  0.09
H5 -0.369 -4.041 -1.407  0.04
H6 0.132 -5.133 -3.537  0.12
H7 2.355 -4.934 -4.580  0.12
H8 4.146 -3.634 -3.480  0.12
S2 -1.716 -2.345 -0.126  0.68
C9 -2.987 -1.500 0.780  -0.98
N4 -3.057 -0.230 0.845  -0.01
C10 -4.142 0.308 1.669  -0.16
C11 -4.628 -0.833 2.568  -0.37
S3 -4.156 -2.367 1.702  0.99
H9 -2.272 0.383 0.418  0.05
H10 -4.923 0.683 1.005  0.13
H11 -3.756 1.137 2.259  0.14
H12 -5.704 -0.812 2.713  0.09
H13 -4.125 -0.828 3.533  0.08
C12 -0.037 4.227 2.791  -0.02
C13 0.322 3.821 1.372  -0.60
C14 -0.637 4.439 0.369  -0.02
C15 1.771 4.156 1.063  -0.02
O3 0.177 2.358 1.380  -0.13
P1 -0.043 1.367 0.191  0.31
O4 -1.455 1.320 -0.303  -0.24
O5 0.500 0.034 0.741  -0.41
O6 0.918 1.914 -0.927  -0.15
C16 1.034 1.485 -2.327  -0.59
C17 2.517 1.570 -2.634  -0.01
C18 0.521 0.068 -2.524  -0.02
C19 0.226 2.480 -3.142  -0.02
H14 0.180 5.284 2.943  0.09
H15 0.542 3.645 3.507  0.09
H16 -1.098 4.063 2.984  0.09
H17 -0.602 5.524 0.464  0.10
H18 -1.658 4.109 0.561  0.09
H19 -0.372 4.179 -0.656  0.07
H20 1.916 5.234 1.137  0.10
H21 2.043 3.838 0.058  0.07
H22 2.432 3.669 1.780  0.10
H23 3.078 0.877 -2.004  0.07
H24 2.888 2.579 -2.457  0.09
H25 2.696 1.314 -3.679  0.10
H26 1.109 -0.628 -1.931  0.06
H27 0.625 -0.202 -3.576  0.10
H28 -0.529 -0.023 -2.247  0.08
H29 0.623 3.488 -3.013  0.09
H30 -0.816 2.466 -2.821  0.09
H31 0.270 2.225 -4.201  0.10

Calculated values
Net charge ... +1
Frontier orbital gap ... 0.27853 hartree
Energy above the lowest of the compared OMol25 structures with the same formula, charge and spin ... 140.9 kJ/mol
Energy ... -83084.9879 eV

***

Entry from OMol25: a cluster of 2 separate species, H4O2 in total at a distorted geometry (ωB97M-V/def2-TZVPD).

Last column: Löwdin charge in e.
Geometry (Å):
O1 1.991 0.069 0.122  -0.05
H1 2.283 -0.768 -0.270  0.04
H2 1.119 0.085 -0.218  -0.02
O2 -1.583 -0.132 -0.004  -0.04
H3 -1.603 0.783 -0.322  0.05
H4 -2.206 -0.037 0.692  0.02

Calculated values
SMILES ... O.O
Net charge ... 0
Frontier orbital gap ... 0.44562 hartree
Energy above the lowest of the compared OMol25 structures with the same formula, charge and spin ... 22.3 kJ/mol
Energy ... -4159.7079 eV